[1]
C34H56Cl40N4O2P3Si | wB97M-V/def2-TZVPD

The geometry in ORCA input format:
```
! RIJCOSX wB97M-V def2-TZVPD def2/J DEFGRID3
* xyz 1 1
Cl -13.1152 -5.7329 -6.3536
Cl -0.9222 6.9261 -2.2143
Cl 5.6253 10.4840 -1.7539
Cl -11.7076 -3.2093 -6.1688
Cl 0.8377 9.8968 -8.3084
Cl 1.1445 7.3198 -7.0280
Cl 6.7927 -8.6434 10.8879
Cl 2.8500 2.2107 -3.5291
Cl 1.1079 -7.7744 8.6823
Cl 3.6917 -2.5467 7.1436
Cl -6.4461 2.4811 -8.2707
Cl -6.8515 0.3474 -10.1849
Cl 5.9768 -6.1279 9.7095
Cl -6.1651 -0.2776 -7.4435
Cl 2.8188 -7.4860 6.3660
Cl 2.8570 -5.4758 8.4470
Cl -8.9617 0.4303 -5.7719
Cl -8.2703 0.6542 -2.9702
Cl -12.7517 -4.4610 -3.7775
Cl -4.1910 0.9165 -9.1943
Cl 0.4485 7.4673 -9.8355
Cl 6.5522 10.3990 -4.4955
Cl -7.4596 -1.6818 -4.4850
Cl 0.2179 8.5631 -4.3081
Cl 5.6203 -6.5819 12.5475
Cl 1.9511 7.3049 -2.3680
Cl 4.3610 3.6425 -5.5384
Cl 3.9826 4.8311 -2.9436
Cl 0.5966 5.6879 -4.3516
Cl 5.7138 2.5180 -3.2394
Cl 3.1048 8.2177 -8.9605
Cl 3.8486 -4.3906 4.9168
Cl 0.5536 -5.7148 6.7195
Cl 6.2726 -3.3484 6.1065
Cl 3.7414 10.8031 -3.9298
Cl -14.5651 -3.3091 -5.7187
Cl 4.5639 -1.6094 4.5430
Cl 3.9778 -8.0117 10.6390
Cl 4.9595 8.2252 -3.4381
Cl -10.2491 -1.2805 -3.8259
P -1.8529 0.9562 2.6166
P -0.7369 0.4530 -3.9283
P -0.3858 -1.7404 2.4470
Si -4.3856 -0.1418 -0.0978
O -1.3567 -0.4067 -5.2804
O 0.9479 0.2116 -3.8847
N -1.5124 -1.7772 -0.3996
N -1.4036 -0.5034 1.6642
N -2.6540 0.3482 -0.1211
N -3.0876 0.6727 3.5728
C 2.5196 3.5478 1.8248
C 0.4603 7.1212 -3.3107
C 0.1218 1.6291 -0.6086
C 1.1446 2.8553 1.4969
C 4.5951 -2.9740 5.6783
C -13.0357 -4.1786 -5.5057
C -4.9682 -0.9883 -1.7061
C -1.3071 -3.4057 2.4430
C 0.5158 -2.4115 5.0826
C -0.3146 -1.3161 4.2941
C -4.8678 -1.1301 1.4824
C -5.9129 0.8666 -8.7744
C -1.7956 -0.6824 0.4248
C -0.2877 -4.4816 1.8798
C 5.2207 9.9791 -3.4045
C 3.6773 2.5861 1.3353
C -1.5827 -0.3091 -2.3814
C -2.1837 0.8085 -1.4514
C 5.0384 -1.2331 0.4282
C 3.8785 -4.0717 1.5112
C 3.7289 1.3460 2.3114
C 1.3841 8.2248 -8.5340
C 4.8658 -0.9468 1.9895
C 4.5325 -3.7870 0.1002
C 1.8345 -6.6145 7.5555
C 5.1098 0.5740 2.3248
C 5.5918 -7.3416 10.9465
C 5.6553 -2.6737 0.1859
C 4.2266 3.3001 -3.8054
C -8.7374 -0.4693 -4.2637
C -5.3946 1.4968 0.0135
C -0.6740 -1.2854 -1.5602
C -1.2416 2.0668 -1.2582
C 0.8732 2.9273 -0.0698
H -0.9560 -2.5200 0.0263
H 3.8409 -1.2943 2.2671
H 3.4478 1.6821 3.3372
H 1.1415 1.7700 1.7893
H 0.0021 0.9600 0.2753
H -3.8043 1.3508 3.2913
H 2.5540 3.6964 2.9324
H 0.1906 3.8047 -0.2181
H 5.5873 -1.6232 2.5031
H 1.0908 -0.7515 -3.8723
H -0.4144 -4.6732 0.7853
H 6.4157 -2.9440 0.9536
H 0.2866 3.3548 2.0248
H 3.6035 -5.1510 1.5760
H 1.5909 -2.1030 4.9930
H -6.4853 1.2933 0.0812
H 0.1626 -0.3343 4.4964
H 0.2970 -2.4090 6.1785
H 2.9134 0.6479 1.9760
H 3.4980 2.2103 0.3000
H 4.6192 -3.8422 2.3193
H 4.9752 -4.7411 -0.2756
H 1.7781 3.1595 -0.6827
H -3.9581 -1.5606 1.9625
H 5.5227 0.6738 3.3586
H -4.6426 -0.3354 -2.5574
H -2.4072 -0.9354 -2.8199
H -5.0061 2.1080 0.8671
H -4.6092 -2.0351 -1.8178
H 6.1676 -2.6797 -0.8143
H -1.5733 -3.7335 3.4789
H 2.9397 -3.4745 1.6425
H -0.6495 1.3313 3.2849
H -5.5777 -1.9429 1.1749
H 2.5645 4.5067 1.2615
H -0.4318 -5.4620 2.3907
H 0.7600 -4.1522 2.0727
H -5.1219 2.0707 -0.9156
H -2.2480 -3.3451 1.8339
H -6.0885 -0.9168 -1.6914
H -1.7664 2.7123 -0.5003
H 3.7420 -3.4491 -0.6121
H 5.7438 -0.4905 -0.0114
H 0.2898 -0.8410 -1.2279
H -3.0887 1.1981 -1.9944
H -1.3699 -1.3830 4.6696
H 5.8043 1.0773 1.6147
H 0.3653 -3.4166 4.6273
H -0.5075 -2.1879 -2.2050
H -2.1635 2.0551 1.7534
H -5.3945 -0.4518 2.1992
H 4.0403 -1.1957 -0.0669
H -1.1639 2.6932 -2.1753
H 0.8063 1.1838 -1.3740
H -0.6932 -1.1040 -5.4288
H 4.6243 3.1760 1.3972
*
```

Computed properties:
Frontier orbital gap: 0.2939 hartree
E_HOMO: -11.35 eV
Maximum force: 3.0 eV Å⁻¹

[2]
C5H11NO | wB97M-V/def2-TZVPD

The geometry in ORCA input format:
```
! RIJCOSX wB97M-V def2-TZVPD def2/J DEFGRID3
* xyz 0 1
O 1.5020 0.6497 2.9921
N 2.0124 -1.0545 -0.2131
C -1.1833 0.8357 -1.0359
C -0.2331 -0.2609 -0.6273
C 1.0932 -0.0711 -0.5369
C 1.9574 -1.6037 0.9146
C -2.4220 0.2397 -1.7081
H -0.6603 1.6280 -1.5753
H -3.2412 0.9352 -1.7828
H -2.1336 -0.1391 -2.6950
H -0.4880 -1.2613 -0.9754
H 1.5314 0.8856 -0.8186
H 1.7655 1.5254 2.6817
H -1.5359 1.3573 -0.1439
H 1.0894 0.8786 3.8422
H -2.7223 -0.6477 -1.1485
H 2.5922 -2.4081 1.2673
H 1.0760 -1.4886 1.5629
*
```

Computed properties:
Energy relative to the best compared isomer or geometry (same formula, charge and spin): 265.1 kJ/mol
Frontier orbital gap: 0.3365 hartree
E_HOMO: -8.45 eV
SMILES: C=N/C=C/CC.O
Maximum force: 2.1 eV Å⁻¹

[3]
C6H9N4 | wB97M-V/def2-TZVPD

The geometry in ORCA input format:
```
! RIJCOSX wB97M-V def2-TZVPD def2/J DEFGRID3
* xyz 1 1
N 0.7014 0.5087 0.2862
N 2.6946 -1.6393 0.0051
N 0.1776 1.6039 0.2108
N 3.0799 0.7758 0.0519
C 0.3612 -0.7594 0.0933
C -0.8720 -1.2324 -0.1283
C 0.0470 2.7636 -0.1257
C 3.0507 -0.3863 -0.4716
C 1.5012 -1.8103 0.3241
C -2.1006 -0.4477 -0.3863
H -2.0648 0.4748 0.2137
H -1.1208 -2.3037 -0.0982
H -0.4276 3.5437 0.4899
H 0.9951 -2.7305 0.7970
H 3.3362 -0.4484 -1.5585
H 2.8863 0.8192 0.9370
H -2.0268 -0.3435 -1.5303
H 0.0857 2.9776 -1.1470
H -2.9919 -1.1203 -0.1622
*
```

Computed properties:
Energy relative to the best compared isomer or geometry (same formula, charge and spin): 711.1 kJ/mol
Frontier orbital gap: 0.2507 hartree
E_HOMO: -13.13 eV
SMILES: [H]\N=C/N=C\C(=C\C)N=[N+]=C
Maximum force: 7.3 eV Å⁻¹

[4]
C67H53Cl4N9O5S2W | wB97M-V/def2-TZVPD

The geometry in ORCA input format:
```
! RIJCOSX wB97M-V def2-TZVPD def2/J DEFGRID3
* xyz 0 3
W 0.9238 -0.3992 -0.5903
Cl 7.0988 7.0023 0.5122
Cl 2.8599 -3.4270 8.1002
Cl -1.8928 3.4961 -8.1171
Cl -1.1767 -9.3620 -1.7746
S -1.0787 1.2629 -1.2438
S 0.5867 3.3339 0.9909
O -0.7002 5.4728 5.0958
O -0.0344 -0.2645 1.3147
O -0.6959 -1.3396 -0.7885
O -0.5943 -2.3701 1.6665
O -1.4658 -0.7788 2.8264
N -0.5678 4.3679 3.1446
N 1.8486 -2.2291 0.1281
N 2.5056 0.3027 0.8439
N 1.0641 -1.5542 -2.4460
N 2.1613 0.9092 -1.7742
N -1.3340 2.2789 2.4460
N -2.7477 -0.9784 -1.6578
N -0.7283 -1.1989 1.9492
N -3.7293 1.0217 -1.1664
C 4.8367 5.7568 -0.2799
C 3.6724 2.4246 -2.6702
C 0.9330 0.4417 -3.8069
C 2.4063 -1.5439 2.4303
C 0.7507 -5.9891 -2.6791
C -0.8964 -6.9223 -0.6457
C 3.7821 -2.0061 4.4894
C 2.6003 -3.8602 1.5824
C -0.3932 -5.6345 -0.5985
C -2.5981 0.2959 -1.3581
C 0.9716 -3.7687 -1.5538
C -0.5572 -7.7384 -1.7155
C 0.3990 2.1211 4.8887
C -3.6793 1.5923 2.6711
C -1.0857 1.8332 7.2231
C 3.1820 1.4946 0.9196
C -4.7373 1.1807 3.6848
C 2.7413 -2.8814 6.4541
C -3.7796 3.2744 -2.1960
C 0.3711 -0.6887 -3.2754
C 3.8815 -2.4407 5.8020
C -5.0209 0.3724 -1.3650
C 0.4015 -2.7757 -2.2876
C 0.4315 -5.1558 -1.6155
C -1.1971 2.9919 6.4726
C -2.4476 2.1459 3.3708
C -3.7560 2.4563 -0.9134
C 2.5560 -2.0130 3.8349
C -1.0506 -0.9510 -3.4189
C 3.0987 0.7641 3.0206
C 3.5203 1.8156 2.2474
C 4.4743 3.3811 -0.0470
C -0.4604 -2.8502 -5.1030
C -1.4872 -1.5129 -1.9870
C -0.2303 0.8207 6.8100
C -0.1598 0.5578 -6.0548
C 2.5365 -0.1793 2.1362
C 2.2804 -2.4745 1.4329
C -2.8116 -2.4585 -4.4267
C 2.3693 -4.4532 0.3895
C 2.9339 1.9488 -3.6937
C -3.1993 -2.8114 -5.6784
C 0.0116 2.5586 -4.7414
C -2.2630 -3.1690 -6.6719
C 6.0887 5.6054 0.2923
C 0.2615 -7.2871 -2.7345
C 4.0357 4.6395 -0.4495
C -0.8229 1.2570 -7.0493
C -0.4999 3.2932 2.2565
C -0.6032 4.4039 4.5330
C 1.8281 -3.4482 -0.4753
C 5.7347 3.2560 0.5293
C 1.4227 -2.4687 4.5055
C 0.5173 0.9695 5.6513
C 6.5500 4.3631 0.6960
C 0.2662 1.1957 -4.8912
C -5.4670 -0.4142 -0.1417
C -1.0590 2.6106 -6.8744
C -0.6493 3.2711 -5.7277
C 2.0014 1.0303 -3.1284
C -0.8927 -3.2061 -6.3397
C 3.1849 1.8252 -1.4613
C -0.4691 3.1275 5.2961
C -1.0916 -2.8733 -2.6096
C 1.5105 -2.9008 5.8202
C 3.5888 2.2038 -0.2161
C -1.3785 -2.3636 -4.0405
H 4.6654 -1.6564 3.9699
H 6.0885 2.2801 0.8367
H -4.0749 2.3478 1.9911
H 3.2274 0.6279 4.0805
H -1.6088 -0.1024 -3.7985
H -1.1469 1.4826 1.8435
H -1.8477 3.7977 6.7856
H -0.8591 4.3244 -5.6068
H 1.1863 0.1817 5.3351
H -2.8978 2.7293 -0.3013
H 2.5061 -5.4853 0.1145
H 4.0122 2.7183 2.5651
H -2.8860 3.0757 -2.7891
H 0.4652 -2.4811 4.0004
H 2.9716 -4.3049 2.4910
H -1.6619 1.7209 8.1318
H -0.1403 -0.0852 7.3964
H 1.3852 -5.6198 -3.4749
H 0.5982 -2.9038 -4.8670
H 7.5337 4.2687 1.1330
H 0.9818 2.2315 3.9821
H -5.6479 0.8365 3.1942
H -2.6709 3.1254 3.7962
H -2.1537 1.4849 4.1903
H 4.4939 6.7366 -0.5799
H -4.6548 3.0337 -2.8020
H 4.8308 -2.4381 6.3185
H -5.7417 1.1618 -1.5872
H 0.6332 -3.2481 6.3475
H -4.9621 -0.2754 -2.2401
H -3.8087 4.3409 -1.9684
H -1.1529 0.7619 -7.9515
H -6.4361 -0.8834 -0.3176
H -4.6530 2.6563 -0.3227
H -1.5431 -7.2974 0.1347
H 4.4902 3.1244 -2.7079
H -0.1754 -3.5331 -7.0827
H 0.5119 -7.9429 -3.5563
H -5.0088 2.0135 4.3369
H 3.0060 2.1721 -4.7446
H -2.5940 -3.4450 -7.6624
H -0.2894 5.2489 2.7368
H -0.6461 -4.9838 0.2311
H -1.5323 -3.8090 -2.2777
H 3.0457 4.7469 -0.8741
H 0.0280 -0.5007 -6.1827
H -4.7412 -1.1916 0.0902
H -3.5441 -2.2002 -3.6725
H -5.5629 0.2451 0.7227
H -4.3726 0.3682 4.3152
H -3.3876 0.7323 2.0632
H 0.3052 3.0602 -3.8278
H -4.2556 -2.8360 -5.9160
*
```

Computed properties:
Energy relative to the best compared isomer or geometry (same formula, charge and spin): 227.2 kJ/mol
Frontier orbital gap (spin up / spin down): 0.1853 / 0.1931 hartree
E_HOMO (spin up / spin down): -7.03 / -7.27 eV
Maximum force: 0.7 eV Å⁻¹

[5]
C14H16BiClN | wB97M-V/def2-TZVPD

The geometry in ORCA input format:
```
! RIJCOSX wB97M-V def2-TZVPD def2/J DEFGRID3
* xyz -1 1
Bi -0.8643 -1.7101 1.2922
Cl 1.7202 -1.3367 3.2066
N -0.5747 0.9355 0.3084
C 2.0589 -0.6891 0.5646
C -3.1650 -2.2493 0.2037
C 3.3669 0.5567 2.2016
C -1.9936 -2.7650 -0.5247
C 2.4968 0.2045 -0.4311
C -0.5137 2.9106 -0.6025
C 3.6975 1.5235 1.2224
C -3.6026 -1.0877 -0.4767
C -2.7446 -0.8544 -1.5719
C 1.1780 -1.8331 0.2059
C -1.7755 3.0096 -1.0276
C -1.7247 -1.8114 -1.5869
C 2.4615 -0.4537 1.8957
C 3.2531 1.3350 -0.0938
H 2.2117 -0.0011 -1.4833
H 3.7698 0.6431 3.2162
H 4.2904 2.4125 1.4909
H -2.4575 2.1359 -1.0095
H -2.2114 3.8872 -1.5230
H -2.8652 -0.0557 -2.3046
H -1.3188 1.4880 0.8138
H -1.6393 -3.8031 -0.4672
H 0.3018 3.6877 -0.5126
H 0.9039 -1.8636 -0.8400
H 1.5275 -2.8038 0.5751
H -4.4735 -0.4908 -0.2071
H 3.4835 2.0834 -0.8660
H -3.7092 -2.8106 0.9720
H -0.1630 1.7160 -0.3117
H -0.9249 -1.9100 -2.3290
*
```

Computed properties:
Energy relative to the best compared isomer or geometry (same formula, charge and spin): 379.7 kJ/mol
Frontier orbital gap (spin up / spin down): 0.1949 / 0.1947 hartree
E_HOMO (spin up / spin down): -2.11 / -2.10 eV
Maximum force: 5.0 eV Å⁻¹

[6]
C2H6N2O | wB97M-V/def2-TZVPD

The geometry in ORCA input format:
```
! RIJCOSX wB97M-V def2-TZVPD def2/J DEFGRID3
* xyz 0 1
O 0.4190 -0.1631 0.0329
N -1.2813 1.1081 1.0231
N 2.1111 -1.6797 -0.3438
C 1.1571 -0.9476 -0.7385
C -1.0872 0.6523 -0.2494
H -1.6391 -0.2536 -0.4899
H -0.8435 1.9988 1.2252
H -1.0530 1.4300 -1.0123
H 0.9336 -0.9248 -1.8066
H -0.9475 0.4097 1.6923
H 2.2309 -1.6300 0.6669
*
```

Computed properties:
Energy relative to the best compared isomer or geometry (same formula, charge and spin): 222.1 kJ/mol
Frontier orbital gap: 0.3783 hartree
E_HOMO: -9.45 eV
SMILES: [H]/N=C\OCN
Maximum force: 2.6 eV Å⁻¹

[7]
H4N2OS | wB97M-V/def2-TZVPD

The geometry in ORCA input format:
```
! RIJCOSX wB97M-V def2-TZVPD def2/J DEFGRID3
* xyz 0 1
S 0.5128 -0.4781 -0.2399
O 1.2260 0.6738 -0.7408
N 0.2974 0.1545 1.3253
N -1.0085 -0.2891 -0.9560
H 1.0224 0.8045 0.9288
H 0.7511 -0.2171 2.1062
H -1.5886 -1.0599 -0.7401
H -1.2126 0.4116 -1.6836
*
```

Computed properties:
Energy relative to the best compared isomer or geometry (same formula, charge and spin): 112.2 kJ/mol
Frontier orbital gap: 0.3819 hartree
E_HOMO: -9.49 eV
Maximum force: 2.8 eV Å⁻¹

[8]
C37H30AsCl5MoN7O5PS8 | wB97M-V/def2-TZVPD

The geometry in ORCA input format:
```
! RIJCOSX wB97M-V def2-TZVPD def2/J DEFGRID3
* xyz 0 3
Mo 0.7403 0.0584 1.3083
As 0.1148 -1.3719 4.7586
Cl -0.6932 3.9590 1.2058
Cl -1.5850 6.2667 -0.7337
Cl -2.0034 5.6711 -3.7605
Cl -1.2771 2.8432 -4.8597
Cl -0.4699 0.5861 -2.9621
S 3.2233 3.3605 -4.4917
S 2.3269 3.4967 3.4752
S -0.3618 2.2906 4.5249
S 1.2127 -7.0422 0.6066
S 1.7715 -0.9726 3.2196
S -1.8965 -0.6863 3.6911
S -0.1941 -3.4468 4.8313
S -1.4017 -1.0955 1.7641
P -2.8093 -0.2191 -0.0761
O -3.9561 -1.2760 0.2587
O -1.7606 -0.9473 -0.8749
O -0.7103 1.3573 -0.0417
O -0.5427 1.2050 5.4424
O 0.4945 3.3674 4.9615
N -5.5455 5.0954 4.0239
N 1.7079 0.3823 -0.5348
N 2.0720 1.5982 1.7651
N -3.3954 -0.3938 -2.6728
N -4.2678 0.7638 1.9635
N 1.1207 -1.8760 0.4841
N 0.2267 1.7325 3.0670
C 1.8764 -4.3258 -0.7253
C -4.3500 4.4285 4.1410
C -0.8271 2.3058 -0.8912
C 1.3132 -5.4797 1.3798
C 2.2082 4.3180 -2.3382
C 2.0175 -0.6941 -1.3065
C -3.2170 1.2452 1.0963
C -3.1557 5.0566 3.7694
C -1.4886 4.4270 -2.6934
C 1.9541 1.5815 -1.0657
C 1.3683 -4.2793 0.5782
C -0.8727 2.1253 -2.2991
C 3.6214 3.1550 2.3605
C 1.7215 -1.9304 -0.7364
C 2.7025 -3.0258 -2.6792
C -1.9475 3.0472 4.2534
C -1.9620 4.3731 3.8476
C 1.3926 -6.9572 3.1569
C 1.2815 -7.8354 2.1266
C 2.5908 3.1201 -2.8857
C 2.9708 5.0509 -4.3863
C -0.9837 3.6568 -0.4720
C -3.1124 2.4192 4.6541
C -1.2080 3.1514 -3.1696
C 2.4215 5.4112 -3.1968
C 2.8576 0.6628 -3.0982
C 2.0788 -3.1316 -1.3993
C -4.3079 3.1071 4.6003
C 1.4070 -5.6152 2.7376
C 3.3195 2.1199 1.5568
C 2.6277 -0.6038 -2.5821
C 0.9660 -3.0499 1.1074
C -1.3323 4.6818 -1.3313
C 1.4296 2.2002 2.7483
C -3.6931 0.5890 -1.6181
C 2.9558 -1.8247 -3.2470
C 2.4782 1.7847 -2.3445
H -5.2140 2.6434 4.9584
H -2.3275 1.6077 1.6210
H -3.8597 0.2371 2.7366
H -6.3105 4.7675 4.5922
H 4.5243 3.7264 2.3944
H -1.0299 4.8759 3.6380
H -3.6013 2.0487 0.4661
H -3.1734 6.0939 3.4629
H 3.2479 5.6756 -5.2126
H 1.7031 2.4383 -0.4557
H 2.1663 6.4223 -2.9382
H 3.4339 -1.7567 -4.2121
H -3.0538 1.4131 5.0382
H 1.7958 4.4293 -1.3518
H 2.1536 -5.2681 -1.1717
H -4.4901 -0.9594 1.0005
H 1.2545 -8.9073 2.1700
H 3.3065 0.7884 -4.0721
H 2.9744 -3.9404 -3.1841
H -5.4851 6.0954 3.9274
H 1.4904 -4.7909 3.4213
H -3.2022 -0.0015 -3.5959
H -4.7644 0.7352 -1.4876
H -3.2277 1.5428 -1.8583
H -4.1054 -1.1244 -2.7136
H -4.7620 1.5462 2.3785
H 1.4678 -7.2495 4.1869
H 3.9487 1.6896 0.7938
H 0.5050 -3.0482 2.0893
H -2.4856 -0.8267 -2.1858
*
```

Computed properties:
Energy relative to the best compared isomer or geometry (same formula, charge and spin): 364.3 kJ/mol
Frontier orbital gap (spin up / spin down): 0.2131 / 0.1510 hartree
E_HOMO (spin up / spin down): -6.85 / -6.09 eV
Maximum force: 1.9 eV Å⁻¹

[9]
C5H7NO | wB97M-V/def2-TZVPD

The geometry in ORCA input format:
```
! RIJCOSX wB97M-V def2-TZVPD def2/J DEFGRID3
* xyz 0 1
O 0.6819 0.2385 2.9660
N -0.1286 0.1898 -1.1704
C -1.5572 0.4308 -1.4835
C -1.0050 -0.9646 -1.3335
C 1.5070 0.3138 0.6986
C 1.6269 0.2141 2.1987
C 0.2954 0.2983 0.2135
H 2.3883 0.3256 0.0887
H -0.7963 -1.5671 -2.2122
H -1.7346 0.8118 -2.4877
H -0.4906 0.5161 0.9259
H 2.6556 -0.0545 2.5690
H -1.2812 -1.4537 -0.3588
H -2.1616 0.7012 -0.6143
*
```

Computed properties:
Energy relative to the best compared isomer or geometry (same formula, charge and spin): 271.5 kJ/mol
Frontier orbital gap: 0.3626 hartree
E_HOMO: -9.51 eV
SMILES: O=C/C=C/N1CC1
Maximum force: 3.0 eV Å⁻¹

Number 2 is which compound?
C5H11NO

Which value of maximum force does entry 5 give?
5.0 eV Å⁻¹

What is the maximum force in the seventh record?
2.8 eV Å⁻¹